Record 1
Formula: C10H6LuNO5
Source: the OMol25 dataset
Level of theory: ωB97M-V/def2-TZVPD

Geometry as XYZ:
```
23
Properties=species:S:1:pos:R:3:forces:R:3
O 0.003313 3.718691 -4.196233 0.0 -2.0 1.9
C -0.005708 2.892479 -3.405189 0.0 2.0 -1.9
Lu -0.071950 -0.452883 0.316683 0.3 -0.3 0.8
O 0.011261 3.011130 1.575111 -0.1 -4.4 -2.8
C -0.006269 1.985731 1.037223 0.1 4.2 3.2
C -0.050294 -2.906610 -0.616156 -0.3 -1.8 -4.5
O -0.107346 -3.504321 -1.595093 0.3 1.7 3.7
C 2.168370 -0.241638 -0.589657 4.7 0.1 -1.0
O 3.271822 -0.164851 -0.910508 -4.4 -0.1 1.0
C -2.242229 -0.217704 -0.625281 -5.7 0.5 -2.4
O -3.307698 -0.115090 -1.074777 5.1 -0.4 2.0
H 0.001796 0.763911 -1.111774 -0.1 0.0 -0.6
C 0.093168 -3.522391 4.522000 -0.1 0.1 -0.5
C 1.034810 -2.513594 4.318746 0.8 0.8 -0.2
C 1.005975 -1.747099 3.153918 -0.6 -0.3 0.1
N 0.058128 -1.909200 2.183477 0.8 0.2 1.0
C -0.829294 -2.893360 2.390782 -0.1 -0.6 0.4
C -0.849051 -3.727171 3.510627 -0.1 0.5 -0.5
H 0.101566 -4.137543 5.414856 0.0 0.1 -0.1
H 1.846388 -2.251823 5.018405 -0.7 -0.5 -0.2
H 1.748286 -0.971524 2.976143 -0.1 -0.1 0.2
H -1.537792 -3.070352 1.595002 -0.3 0.0 0.0
H -1.637252 -4.480088 3.532698 0.4 0.1 0.3
```
Forces are in eV/Å.

Its largest force on an atom is 6.2 eV/A. Its total charge is +2. The value obtained for the HOMO energy is -16.929 eV.



Record 2
Formula: C10H7BF17
Source: the OMol25 dataset
Level of theory: ωB97M-V/def2-TZVPD

Geometry as XYZ:
```
35
Properties=species:S:1:pos:R:3:forces:R:3
B 4.644874 -1.211084 0.886516 0.0 0.0 -1.0
C 4.502143 -0.179131 -0.405583 0.7 1.4 0.1
C 3.263024 0.856062 -0.124623 0.2 1.1 -1.4
C 1.834811 0.399836 -0.866207 3.6 -0.1 0.3
F 1.728769 -1.074792 -0.836036 -0.7 4.4 -0.5
F 1.982239 0.893550 -2.286865 -1.4 -1.7 3.6
C 0.648273 1.215609 -0.099905 1.6 1.7 1.8
F 1.157766 2.641456 -0.018839 -1.9 -4.2 -0.3
F 0.582855 0.804601 1.353458 -0.3 1.0 -5.0
C -0.789117 1.325600 -0.839541 0.0 4.2 -0.2
F -1.696557 2.044097 0.133439 2.2 -2.8 -3.0
F -0.601063 2.337536 -1.950230 -0.7 -3.5 3.4
C -1.431962 0.019855 -1.536236 -0.7 -0.1 -3.9
F -2.633226 0.509471 -2.318442 3.4 -1.7 2.9
F -0.559185 -0.539488 -2.640546 -2.5 2.3 4.2
C -1.857620 -1.236213 -0.595760 2.5 -4.3 -0.8
F -0.846662 -1.582643 0.475501 -3.7 2.0 -3.4
F -1.728917 -2.442793 -1.514082 -0.7 3.7 2.9
C -3.375154 -1.336939 -0.069074 -1.8 -3.7 -1.0
F -4.232645 -1.711531 -1.257193 2.8 1.6 3.9
F -3.444511 -2.559374 0.819740 0.3 4.2 -2.6
C -4.103637 -0.146375 0.699623 -4.6 1.6 -0.1
F -5.483530 -0.682803 1.041790 4.4 1.5 -1.2
F -4.442050 1.081012 -0.114271 1.7 -4.4 2.2
C -3.524625 0.380555 2.119032 0.2 2.4 3.8
F -2.096839 0.211157 2.390620 -5.2 0.3 -1.3
F -4.310727 -0.238796 3.250727 3.1 2.0 -4.0
F -3.812651 1.859428 2.212365 1.1 -5.2 -0.2
H 5.780940 -1.323930 1.249181 0.7 0.0 0.2
H 3.967462 -0.830276 1.788908 -0.4 0.3 0.7
H 4.254034 -2.266491 0.510626 -0.4 -1.0 0.0
H 5.496534 0.481163 -0.388899 -2.2 -0.9 -0.3
H 4.483147 -0.712651 -1.446643 -0.3 1.2 1.8
H 3.100960 1.121177 1.021795 0.2 -1.1 -2.5
H 3.542847 1.893145 -0.644345 -1.0 -2.1 1.0
```
Forces are in eV/Å.

Its largest force on an atom is 5.4 eV/A. Its total charge is -1. The value obtained for the HOMO energy is -4.738 eV.



Record 3
Formula: C10H7FO
Source: the OMol25 dataset
Level of theory: ωB97M-V/def2-TZVPD

Geometry as XYZ:
```
19
Properties=species:S:1:pos:R:3:forces:R:3
F 2.732909 -0.678597 -0.460128 -0.6 0.7 1.2
C 1.676476 -0.310741 0.287987 -1.9 -1.4 -0.2
O 1.782838 -0.205172 1.613666 0.5 0.2 -0.1
C 0.528921 -0.170770 2.166106 -0.7 0.9 1.0
C -0.416572 -0.264173 1.128688 1.4 -0.8 2.4
C -1.786249 -0.599071 1.220562 -1.7 0.7 -1.6
C -2.483120 -0.882716 0.035852 2.3 0.3 2.6
C -1.711374 -0.861210 -1.159156 -2.7 -2.5 -2.5
C -0.376152 -0.736954 -1.268614 -0.3 1.2 1.8
C 0.325534 -0.421214 -0.045363 1.2 -0.2 -2.0
H 0.440157 0.062276 3.295010 0.4 -0.6 -2.4
H -2.214264 -0.474346 2.203296 -0.5 -0.4 0.0
H -3.474073 -1.296401 0.006513 -0.3 0.4 0.2
H -2.371793 -1.311231 -2.028390 1.8 1.4 1.2
H 0.075497 -0.688371 -2.204680 0.9 -0.3 -1.4
C 1.235942 2.332681 -1.043032 1.3 0.0 -0.1
C 2.347888 2.014690 -1.331947 1.1 -0.1 -1.4
H 0.412080 2.740349 -0.593831 -1.8 0.5 0.6
H 3.275361 1.750963 -1.822534 -0.5 0.0 0.6
```
Forces are in eV/Å.

The calculation puts the energy relative to the best compared isomer or geometry (same formula, charge and spin) at 0.00 kJ/mol. Its largest force on an atom is 4.4 eV/A. Its total charge is 0. The value obtained for the HOMO energy is -7.544 eV. As for the structure (SMILES): Fc1occ2ccccc12.C#C.



Record 4
Formula: C10H7INO3
Source: the OMol25 dataset
Level of theory: ωB97M-V/def2-TZVPD

Geometry as XYZ:
```
22
Properties=species:S:1:pos:R:3:forces:R:3
C 2.500752 -1.418062 -0.867377 -0.4 0.0 0.1
C 1.782344 -0.423560 -0.896521 -0.5 0.2 2.1
C 0.879241 0.726200 -0.356312 0.2 -0.4 -0.6
C 1.508939 2.037084 0.002908 -3.4 0.0 0.5
I 3.635304 2.371244 -0.273229 -1.7 -0.2 0.2
C 0.608821 3.131628 0.567680 -1.0 -2.4 -0.5
C -0.881628 2.906913 0.763328 2.2 -2.6 -1.3
C -1.408125 1.573369 0.344719 1.5 -1.1 -0.6
C -0.579890 0.449842 -0.221466 1.9 3.1 1.3
C -1.442647 -0.824972 -0.531087 0.1 2.2 0.2
O -1.128659 -1.987319 -0.716710 -0.3 1.8 0.3
N -2.808477 -0.270236 -0.487631 0.1 0.0 0.1
C -2.855117 0.946628 0.362082 0.9 1.1 0.8
O -3.813723 1.339566 0.978629 1.3 -0.8 -1.4
H 3.137028 -2.341644 -0.776466 -0.8 1.8 -0.5
H 1.092405 4.108893 0.866859 -0.8 -1.3 -0.5
H -1.574299 3.678273 1.200743 1.0 -0.9 -0.6
H -3.117685 0.089430 -1.409836 0.0 -1.0 0.4
O 1.326263 -3.979495 0.419046 -0.2 -0.1 -0.1
H 0.972016 -3.202531 -0.097730 -0.1 0.3 0.0
H 1.341816 -4.797251 -0.125981 -0.1 0.2 0.1
H 0.825321 -4.113999 1.254350 0.0 0.1 -0.2
```
Forces are in eV/Å.

Its largest force on an atom is 3.9 eV/A. Its total charge is +1. The value obtained for the HOMO energy is -11.927 eV.



Record 5
Formula: C10H8BrCl3N2O2PdS3SbSi
Source: the OMol25 dataset
Level of theory: ωB97M-V/def2-TZVPD

Geometry as XYZ:
```
32
Properties=species:S:1:pos:R:3:forces:R:3
Pd -0.006312 -0.314135 0.314357 -0.2 0.1 0.2
S -3.573627 -1.122186 -2.270700 0.0 0.0 0.0
Sb -3.651972 -0.359768 -0.087603 0.0 0.0 0.0
S -1.932505 -1.597208 1.213877 0.0 0.0 0.0
S -1.863987 1.325878 0.157141 0.1 0.1 0.0
Cl -0.346880 -0.727218 3.777271 0.0 0.0 0.0
Si -1.369524 0.387501 2.216465 0.0 0.0 -0.1
Cl -3.166671 0.840822 3.278187 0.0 0.0 0.0
Cl -0.240084 2.171426 2.706966 0.0 0.0 0.0
N -0.522145 -0.434864 -2.974036 0.1 0.0 0.2
C 0.206921 0.638978 -3.400244 0.0 0.0 -0.1
C 1.516190 0.255683 -3.307504 0.0 0.0 0.1
N 1.607845 -1.019343 -2.808615 0.0 0.0 -0.1
C 0.359256 -1.391736 -2.613369 0.1 0.0 0.0
H -1.534986 -0.508800 -2.806891 0.0 0.0 0.0
H -0.257166 1.561298 -3.702222 0.0 0.0 0.0
H 2.395819 0.834135 -3.540364 0.0 0.0 0.0
H 0.033709 -2.339981 -2.215383 0.0 0.0 0.0
Br 8.756288 -0.644347 0.944305 0.0 0.0 0.0
C 6.851848 -0.562824 0.804899 0.0 0.0 0.0
C 6.259462 0.614024 0.381616 0.0 0.0 0.0
C 4.875999 0.662958 0.282918 0.0 0.0 0.0
C 4.103195 -0.445406 0.602659 0.0 0.0 0.0
C 4.723994 -1.613264 1.025164 0.0 0.0 0.0
C 6.106145 -1.682326 1.130021 0.0 0.0 0.0
C 2.597326 -0.380386 0.486998 0.0 0.0 0.0
O 1.943065 -1.408315 0.790226 0.0 0.0 -0.1
O 2.084933 0.693195 0.095996 0.0 0.0 0.0
H 6.867873 1.473487 0.134573 0.0 0.0 0.0
H 4.366528 1.559984 -0.043594 0.0 0.0 0.0
H 4.098592 -2.462013 1.268144 0.0 0.0 0.0
H 6.596673 -2.588750 1.458041 0.0 0.0 0.0
```
Forces are in eV/Å.

As for the multiplicity: 2. The calculation puts the energy relative to the best compared isomer or geometry (same formula, charge and spin) at 15.10 kJ/mol. Its largest force on an atom is 0.3 eV/A. Its total charge is -2. The value obtained for the HOMO energy (alpha / beta) is -1.810 / -2.169 eV.



Repeat the fourth record exactly.
Formula: C10H7INO3
Source: the OMol25 dataset
Level of theory: ωB97M-V/def2-TZVPD

Geometry as XYZ:
```
22
Properties=species:S:1:pos:R:3:forces:R:3
C 2.500752 -1.418062 -0.867377 -0.4 0.0 0.1
C 1.782344 -0.423560 -0.896521 -0.5 0.2 2.1
C 0.879241 0.726200 -0.356312 0.2 -0.4 -0.6
C 1.508939 2.037084 0.002908 -3.4 0.0 0.5
I 3.635304 2.371244 -0.273229 -1.7 -0.2 0.2
C 0.608821 3.131628 0.567680 -1.0 -2.4 -0.5
C -0.881628 2.906913 0.763328 2.2 -2.6 -1.3
C -1.408125 1.573369 0.344719 1.5 -1.1 -0.6
C -0.579890 0.449842 -0.221466 1.9 3.1 1.3
C -1.442647 -0.824972 -0.531087 0.1 2.2 0.2
O -1.128659 -1.987319 -0.716710 -0.3 1.8 0.3
N -2.808477 -0.270236 -0.487631 0.1 0.0 0.1
C -2.855117 0.946628 0.362082 0.9 1.1 0.8
O -3.813723 1.339566 0.978629 1.3 -0.8 -1.4
H 3.137028 -2.341644 -0.776466 -0.8 1.8 -0.5
H 1.092405 4.108893 0.866859 -0.8 -1.3 -0.5
H -1.574299 3.678273 1.200743 1.0 -0.9 -0.6
H -3.117685 0.089430 -1.409836 0.0 -1.0 0.4
O 1.326263 -3.979495 0.419046 -0.2 -0.1 -0.1
H 0.972016 -3.202531 -0.097730 -0.1 0.3 0.0
H 1.341816 -4.797251 -0.125981 -0.1 0.2 0.1
H 0.825321 -4.113999 1.254350 0.0 0.1 -0.2
```
Forces are in eV/Å.

Its largest force on an atom is 3.9 eV/A. Its total charge is +1. The value obtained for the HOMO energy is -11.927 eV.